A molecular structure, C28H41N5O4SeSiSr, computed with ωB97M-V with the def2-TZVPD basis set.

The geometry in XYZ format:
```
81
Properties=species:S:1:pos:R:3:mulliken_charge:R:1
Sr -1.327 -1.608 -0.650 1.382
O -4.942 -0.319 -2.860 -0.771
C -3.969 -0.491 -2.126 0.084
O -3.046 -1.367 -2.294 -0.759
C -3.807 0.399 -0.877 0.127
C -4.929 0.933 -0.288 -0.731
C -4.720 1.752 0.877 -0.314
C -3.492 2.023 1.353 -1.176
C -2.252 1.429 0.712 4.237
N -2.540 0.569 -0.465 0.093
C -1.442 0.629 1.773 -1.862
O -1.447 0.993 2.952 -0.732
O -0.759 -0.367 1.325 -0.144
H -5.901 0.768 -0.726 0.376
H -5.581 2.171 1.395 0.318
H -3.357 2.610 2.253 0.404
C 1.332 -2.666 0.847 -0.538
N 1.514 -1.828 -0.365 0.799
C 2.310 -2.596 -1.334 -0.650
N 3.614 -2.989 -0.786 0.080
C 3.372 -3.799 0.415 0.236
N 2.613 -3.069 1.432 0.110
C 3.347 -1.855 1.781 -0.784
N 3.586 -0.996 0.618 0.095
C 2.283 -0.640 0.047 -0.859
C 4.323 -1.776 -0.378 -0.732
H 0.779 -3.565 0.562 -0.313
H 0.761 -2.085 1.574 0.622
H 2.470 -1.977 -2.221 0.355
H 1.747 -3.486 -1.622 -0.102
H 4.337 -4.094 0.838 0.421
H 2.821 -4.696 0.133 -0.670
H 4.311 -2.135 2.215 0.379
H 2.773 -1.292 2.519 0.379
H 2.443 -0.004 -0.827 0.416
H 1.694 -0.097 0.786 -0.059
H 5.292 -2.059 0.042 0.349
H 4.492 -1.151 -1.259 0.367
C 0.089 1.859 -1.230 0.257
Si -1.054 2.763 -0.030 -1.685
C -2.009 4.061 -1.088 2.734
C -2.711 5.121 -0.231 -1.888
C -3.079 3.355 -1.930 -2.063
C -1.064 4.764 -2.075 -1.984
C 0.096 3.618 1.279 2.742
C -0.690 4.073 2.516 -1.800
C 0.849 4.827 0.713 -2.184
C 1.163 2.608 1.734 -2.059
H 0.978 2.440 -1.495 0.376
H -0.454 1.597 -2.139 0.407
H 0.412 0.936 -0.746 -1.439
H -3.394 4.655 0.482 0.325
H -3.301 5.783 -0.880 0.492
H -2.006 5.746 0.322 0.315
H -3.857 2.897 -1.321 0.318
H -2.659 2.565 -2.556 0.283
H -3.553 4.093 -2.592 0.600
H -0.282 5.347 -1.588 0.329
H -1.649 5.452 -2.700 0.543
H -0.583 4.046 -2.744 0.314
H -1.456 4.811 2.265 0.270
H -0.001 4.541 3.235 0.544
H -1.168 3.224 3.005 0.259
H 0.183 5.657 0.473 0.346
H 1.417 4.575 -0.188 0.343
H 1.566 5.188 1.464 0.536
H 0.725 1.721 2.191 0.261
H 1.809 3.084 2.486 0.645
H 1.804 2.300 0.904 0.264
Se -1.043 -4.656 -1.669 -0.420
C 0.306 -5.771 -0.918 -0.110
C 0.308 -6.143 0.434 -0.324
C 1.292 -6.969 0.959 -0.473
C 2.309 -7.463 0.151 -0.552
C 2.322 -7.111 -1.193 -0.493
C 1.341 -6.279 -1.716 -0.204
H -0.481 -5.770 1.076 0.430
H 1.264 -7.223 2.013 0.323
H 3.079 -8.104 0.563 0.335
H 3.110 -7.478 -1.843 0.311
H 1.365 -6.008 -2.764 0.346
```

Output
- Kohn-Sham gap: 0.1657 Ha
- Charge: -2
- E: -119407.360 eV
- E_HOMO: -0.3 eV
- Multiplicity: 1
- Energy above the lowest of the compared OMol25 structures with the same formula, charge and spin: 0.298 eV